No. 1
Formula: C9H9N2O
Source: OMol25
Level of theory: ωB97M-V/def2-TZVPD

CARTESIAN COORDINATES (ANGSTROEM)
H: -2.25307 -0.58914 -1.79415
H: -2.99393 1.62123 -1.37658
C: 2.56518 -0.79701 0.02120
C: -3.21544 1.35508 -0.42749
O: -2.72296 -0.35607 1.25660
C: 1.21877 -0.47670 -0.22910
N: 0.70787 0.70247 -0.63310
C: 1.77153 1.52065 -0.77818
C: -1.87615 -0.65644 -0.81558
H: -2.55449 1.95751 0.26672
C: 3.17146 1.31025 -0.51090
N: 0.24812 -1.56875 -0.12423
H: 1.47901 2.57785 -0.96090
H: 0.85753 -2.39476 0.30818
H: 4.58947 -0.12257 0.19416
H: 3.72373 2.26306 -0.69763
C: 3.59657 0.14409 0.03441
C: -0.88218 -1.42679 -0.64418
H: 2.58840 -1.85370 0.42272
C: -2.75235 0.01298 0.13189
H: -4.16116 1.57679 0.08313

Output
SMILES string: CC(=O)C=C=[NH+]c1ccccn1
Strongest force on any atom in hartree/bohr: 0.1244
E_LUMO in hartree: -0.1872
Gap between HOMO and LUMO in eV: 8.5
Relative energy (zero: lowest compared OMol25 entry of this formula, charge and spin) in kcal/mol: 82.9
Charge: +1

***

No. 2
Formula: C9H9N2O
Source: OMol25
Level of theory: ωB97M-V/def2-TZVPD

CARTESIAN COORDINATES (ANGSTROEM)
C: -1.68792 1.92505 0.55796
H: 1.37019 0.07783 -1.32821
C: -0.90978 -2.31726 0.23460
H: -1.80226 2.43899 1.58302
H: -2.41486 1.19079 0.77585
H: 0.53373 -3.79479 -0.56178
C: 0.41858 -2.70909 -0.27660
C: 0.50011 2.41385 -0.34406
H: -2.05658 2.59559 -0.27145
C: 1.37161 -1.84530 -0.59209
C: -0.43138 1.38184 0.11307
H: -1.45344 -3.18442 0.54644
O: 3.13701 0.09055 0.81268
C: -1.20088 -0.99833 0.36900
N: 2.08714 0.39704 0.46756
C: 1.10575 -0.42272 -0.39117
C: -0.28058 0.05037 0.03690
N: 1.67011 2.31673 -0.67723
H: 0.02547 3.41105 -0.48521
H: 2.32325 -2.15392 -1.13899
H: -2.30528 -0.86385 0.56972

Output
Strongest force on any atom in hartree/bohr: 0.0676
E_LUMO (alpha / beta) in hartree: -0.2275 / -0.2633
Gap between HOMO and LUMO (alpha / beta) in eV: 6.6 / 5.8
Relative energy (zero: lowest compared OMol25 entry of this formula, charge and spin) in kcal/mol: 161.1
Charge: +1

***

No. 3
Formula: C9H9N2O2S
Source: OMol25
Level of theory: ωB97M-V/def2-TZVPD

CARTESIAN COORDINATES (ANGSTROEM)
H: 1.30474 -0.02671 3.09867
H: -2.82654 2.29821 -1.06512
C: 0.86846 -0.42150 2.13896
N: 0.35191 0.81911 -1.39797
N: -1.12179 -0.70485 -1.12413
C: -0.40489 -0.07611 -2.19850
O: -0.13748 3.00378 -1.02230
H: 0.14414 -1.21907 2.46100
H: -0.84595 0.52375 1.70095
C: -0.60481 1.88083 -1.13902
H: 0.47412 1.49875 1.04610
H: 1.98367 -1.46736 -0.81787
H: 0.63607 -2.18312 -0.06598
C: -1.99803 1.51257 -1.08235
C: 0.06414 0.60080 1.26802
S: -0.37800 -0.56882 -3.75423
C: 0.13020 -0.16587 -0.37263
H: 2.86626 -0.56559 1.19448
O: -3.44421 -0.36244 -0.71018
C: 1.19530 -1.29253 -0.08089
C: -2.35908 0.13837 -0.92112
H: 2.21476 -2.10836 1.61865
C: 1.88702 -1.11384 1.22547

Output
Strongest force on any atom in hartree/bohr: 0.1258
E_LUMO in hartree: 0.1202
Gap between HOMO and LUMO in eV: 7.5
Relative energy (zero: lowest compared OMol25 entry of this formula, charge and spin) in kcal/mol: 70.8
Charge: -1

***

No. 4
Formula: C9H9N3S
Source: OMol25
Level of theory: ωB97M-V/def2-TZVPD

CARTESIAN COORDINATES (ANGSTROEM)
H: -1.02816 1.52144 -0.75606
H: -1.34080 -1.53805 -2.46107
C: 1.42599 -0.44052 -0.00878
C: 0.05693 -0.30603 0.21849
C: 0.88248 -1.15461 -2.26301
C: 1.82901 -0.78144 -1.31338
S: -1.48124 2.42544 0.18209
N: 0.19743 2.89529 3.40280
H: 2.95495 -0.91586 -1.64431
C: -0.91149 -0.85144 -0.68276
H: -1.43832 -0.23510 1.70853
C: -0.39881 1.87278 1.48449
N: 1.27726 2.77223 2.54739
C: -0.47716 -1.20687 -1.91223
C: -0.33673 0.17629 1.57384
H: 0.28513 0.03212 2.37999
C: -0.81405 2.37252 2.83150
N: 0.95846 2.35272 1.42781
H: -1.96792 -0.99581 -0.54511
H: 1.01030 -1.54426 -3.24586
H: -1.75237 2.29699 3.15584
H: 2.06218 -0.15891 0.79215

Output
SMILES string: S[C@]1(Cc2ccccc2)C=NN=N1
Strongest force on any atom in hartree/bohr: 0.1024
E_LUMO in hartree: -0.0157
Gap between HOMO and LUMO in eV: 8.9
Relative energy (zero: lowest compared OMol25 entry of this formula, charge and spin) in kcal/mol: 85.3
Charge: 0